(w)
A gas-phase ion, C4H11N2 (charge +1). Source: OMol25; level of theory: wB97M-V/def2-TZVPD.

```
! wB97M-V def2-TZVPD RIJCOSX def2/J DEFGRID3
* xyz 1 1
C -1.758 1.824 0.026
C -0.884 0.721 -0.113
N -0.995 -0.401 0.477
C 0.102 -1.381 0.375
N 0.908 -1.057 -0.738
C 2.080 -0.308 -0.279
H -1.433 2.400 0.925
H -2.912 1.493 0.175
H -1.796 2.645 -0.775
H -0.006 0.909 -0.662
H -1.876 -0.696 0.868
H 0.529 -1.316 1.342
H -0.193 -2.531 0.348
H 0.993 -1.756 -1.422
H 2.035 0.756 0.043
H 2.499 -0.962 0.536
H 2.708 -0.340 -1.127
*
```

Properties
Orbital gap in Ha: 0.3471
SMILES: C/C=[NH+]/CNC

(x)
2 unconnected molecules or ions with the total composition C4H11N2. Source: OMol25; level of theory: wB97M-V/def2-TZVPD.

```
! wB97M-V def2-TZVPD RIJCOSX def2/J DEFGRID3
* xyz 1 1
C 2.081 -1.545 0.544
C 1.392 -0.370 0.610
N 1.635 0.809 -0.194
H 2.878 -1.631 -0.205
H 1.872 -2.382 1.179
H 0.607 -0.156 1.325
H 2.554 0.737 -0.699
H 1.644 1.711 0.318
C -1.865 -0.573 0.309
C -1.581 1.556 -0.870
N -1.330 0.290 -0.734
H -1.202 -1.425 0.323
H -2.891 -0.936 0.212
H -1.762 -0.039 1.268
H -1.901 2.151 -0.070
H -1.345 1.965 -1.855
H -0.787 -0.163 -1.460
*
```

Properties
Orbital gap in Ha: 0.2490

(y)
2 unconnected molecules or ions with the total composition C4H11N2. Source: OMol25; level of theory: wB97M-V/def2-TZVPD.

```
! wB97M-V def2-TZVPD RIJCOSX def2/J DEFGRID3
* xyz 1 1
C 0.597 -0.979 2.221
C 1.569 -0.960 1.105
C -0.594 -0.399 -1.804
C -1.596 1.644 -1.232
N -0.882 0.637 -0.886
N 0.624 0.103 1.247
H -0.137 -1.772 2.241
H 1.144 -1.040 3.157
H 2.613 -0.675 1.360
H 1.591 -1.512 0.136
H -0.856 -0.095 -2.788
H 0.393 -0.825 -1.764
H -1.280 -1.238 -1.511
H -1.987 1.775 -2.275
H -2.160 2.491 -0.765
H -0.521 0.477 0.087
H 0.995 0.923 1.669
*
```

Properties
Orbital gap in Ha: 0.3627

Most stable structure: (w)

(w)
2 unconnected molecules or ions with the total composition C4H11N2. Source: OMol25; level of theory: wB97M-V/def2-TZVPD.

```
! wB97M-V def2-TZVPD RIJCOSX def2/J DEFGRID3
* xyz 1 1
C 1.315 -1.935 -1.251
C 1.360 -1.516 0.000
N 1.705 -0.201 0.459
H 1.661 -1.332 -2.080
H 0.899 -2.909 -1.451
H 1.012 -2.163 0.795
H 2.222 0.332 -0.236
H 2.264 -0.238 1.303
C -1.469 1.067 -0.272
C -2.703 0.783 0.096
N -0.416 1.358 0.692
H -1.144 1.133 -1.302
H -3.504 0.744 -0.625
H -2.930 0.613 1.142
H -0.798 1.505 1.623
H 0.469 0.535 0.670
H 0.057 2.224 0.439
*
```

Properties
Orbital gap in Ha: 0.3781

(x)
2 unconnected molecules or ions with the total composition C4H11N2. Source: OMol25; level of theory: wB97M-V/def2-TZVPD.

```
! wB97M-V def2-TZVPD RIJCOSX def2/J DEFGRID3
* xyz 1 1
C 2.197 -0.233 0.070
C 1.394 -1.468 0.058
C 0.740 -0.084 -0.076
C -0.345 2.143 -0.121
N -2.186 -0.990 0.037
N -0.332 0.665 -0.274
H 2.540 0.196 1.020
H 2.989 -0.020 -0.707
H 1.286 -1.958 -0.915
H 1.139 -2.166 0.903
H -0.977 2.464 0.598
H 0.575 2.565 0.143
H -0.798 2.666 -0.927
H -3.081 -1.390 -0.416
H -2.434 -1.045 1.084
H -1.411 -1.717 -0.125
H -1.295 0.372 -0.352
*
```

Properties
Orbital gap in Ha: 0.3887

(y)
2 unconnected molecules or ions with the total composition C4H11N2. Source: OMol25; level of theory: wB97M-V/def2-TZVPD.

```
! wB97M-V def2-TZVPD RIJCOSX def2/J DEFGRID3
* xyz 1 1
C -0.764 -1.409 -0.991
C 0.518 -0.647 -0.792
C 0.677 0.633 -1.200
N 1.546 -1.359 -0.212
H -1.318 -1.391 -0.048
H -0.587 -2.430 -1.311
H -1.364 -0.913 -1.749
H 1.646 1.083 -1.359
H -0.120 1.075 -1.787
H 1.507 -2.354 -0.357
H 2.481 -1.025 -0.399
C -1.305 1.563 1.872
N -0.086 1.450 1.542
H -1.601 1.612 2.913
H -2.048 1.516 1.084
H 0.188 1.211 0.532
H 0.630 1.385 2.262
*
```

Properties
Orbital gap in Ha: 0.2820

(z)
A gas-phase ion, C4H11N2 (charge +1). Source: OMol25; level of theory: wB97M-V/def2-TZVPD.

```
! wB97M-V def2-TZVPD RIJCOSX def2/J DEFGRID3
* xyz 1 1
C 1.239 1.823 0.217
C 0.684 0.911 -0.869
C -0.132 -0.224 -0.334
N -1.589 0.065 -0.153
C 0.216 -1.459 -0.008
N -0.637 -2.260 0.802
H 0.454 2.072 0.936
H 2.040 1.346 0.773
H 1.554 2.799 -0.154
H 1.514 0.439 -1.406
H 0.087 1.429 -1.628
H -2.101 -0.004 -1.031
H -1.726 0.970 0.300
H -1.933 -0.646 0.515
H 1.239 -1.756 -0.229
H -0.644 -3.235 0.520
H -0.267 -2.271 1.749
*
```

Properties
Orbital gap in Ha: 0.4036
SMILES: CC/C([NH3+])=C/N

Most stable structure: (z)

(w)
2 unconnected molecules or ions with the total composition C4H11N2. Source: OMol25; level of theory: wB97M-V/def2-TZVPD.

```
! wB97M-V def2-TZVPD RIJCOSX def2/J DEFGRID3
* xyz 1 1
C -0.161 -0.384 2.609
C -0.548 -0.660 1.140
C 0.282 -0.530 0.035
C -0.009 -1.003 -1.245
N 1.065 -1.138 -2.186
N -0.214 2.375 -0.745
H -0.151 -1.257 3.325
H -0.937 0.293 2.943
H -1.438 -1.249 0.974
H -0.080 2.690 -1.721
H 1.291 -0.008 0.137
H -1.032 -1.356 -1.519
H 1.430 -0.523 -2.846
H 1.357 -2.071 -2.288
H -0.826 1.507 -0.860
H 0.754 0.207 2.648
H -0.783 3.106 -0.402
*
```

Properties
Orbital gap in Ha: 0.2621

(x)
2 unconnected molecules or ions with the total composition C4H11N2. Source: OMol25; level of theory: wB97M-V/def2-TZVPD.

```
! wB97M-V def2-TZVPD RIJCOSX def2/J DEFGRID3
* xyz 1 1
C 0.015 -0.962 -1.054
C -2.634 0.212 0.386
C 1.785 -0.630 0.636
C 0.661 1.333 -0.101
N -0.576 -0.999 0.240
N 0.610 -0.118 0.007
H 0.565 -1.926 -1.333
H -0.347 -0.278 -1.887
H -2.150 0.997 -0.236
H -3.288 -0.506 -0.154
H -2.558 0.137 1.487
H 1.627 -1.718 0.810
H 2.617 -0.297 -0.054
H 1.852 -0.243 1.736
H 0.401 1.870 0.748
H 1.606 1.493 -0.487
H -0.185 1.635 -0.745
*
```

Properties
Orbital gap (alpha / beta) in Ha: 0.2980 / 0.3414

Most stable structure: (w)